# 1
Formula: C20H31N3O3S
Source: OMol25
Level of theory: ωB97M-V with the def2-TZVPD basis set

Cartesian coordinates (Å):
1 S -3.03117 -0.79412 -1.54463
2 O -3.56301 -2.07595 -1.90808
3 O 2.99290 -2.78131 1.27224
4 O -3.23182 0.29522 -2.46516
5 N 5.32034 -0.77728 -0.58874
6 N 2.79236 -1.39922 -0.54758
7 N -3.56238 -0.42324 -0.00473
8 C -1.27617 -0.95881 -1.24139
9 C -5.98979 0.02790 0.08761
10 C -4.85720 -0.96550 0.37374
11 C 5.97130 1.55957 -0.79402
12 C -4.86403 -1.47154 1.81771
13 C -2.68004 1.02182 1.79308
14 C -3.21215 0.93876 0.36175
15 C 0.98812 -0.39277 -1.74142
16 C 4.98821 -1.94401 0.21118
17 C 5.67170 0.41610 0.17613
18 C -0.36235 -0.23617 -1.98463
19 C 3.47373 -2.09503 0.39923
20 C 0.49168 -1.99823 -0.00652
21 C -4.36329 1.91359 0.08678
22 C 3.71830 1.90171 0.02566
23 C -5.67998 1.40564 0.66555
24 C 4.47908 0.95783 0.97555
25 C 1.42620 -1.27376 -0.74930
26 C 4.58252 2.01361 -1.23871
27 C -0.85659 -1.83765 -0.26076
28 H -4.97943 -1.83546 -0.27972
29 H -0.72720 0.43778 -2.74371
30 H 3.41306 -0.83639 -1.12980
31 H -3.47670 0.93809 2.52400
32 H 6.08215 -0.98676 -1.22425
33 H -6.10074 0.11853 -0.99538
34 H -4.46557 2.00800 -0.99624
35 H -4.94383 -0.65992 2.53351
36 H -1.96246 0.22407 1.96542
37 H -5.71290 -2.13596 1.95920
38 H -5.62109 1.35571 1.75414
39 H 4.21604 1.34147 -2.01523
40 H 6.59763 1.24752 -1.62908
41 H 3.84769 0.15890 1.35733
42 H -6.92294 -0.36168 0.49774
43 H 5.31866 -2.85306 -0.29995
44 H -1.59837 -2.39206 0.29106
45 H -2.18146 1.97740 1.93682
46 H 5.45870 -1.93738 1.20396
47 H -2.38252 1.19720 -0.30793
48 H 0.83604 -2.67645 0.75663
49 H 6.47984 2.36224 -0.25969
50 H -3.95179 -2.02532 2.02029
51 H 4.85988 1.51249 1.83327
52 H 3.59530 2.87985 0.48968
53 H 6.52518 0.21215 0.84552
54 H 1.71184 0.16268 -2.32048
55 H 2.72374 1.52212 -0.20410
56 H -6.48351 2.10026 0.41190
57 H -4.11283 2.89285 0.49835
58 H 4.59117 3.02398 -1.64385

The molar mass is 393.6 g/mol. The value obtained for the energy above the lowest of the compared OMol25 structures with the same formula, charge and spin is 33.34 kcal/mol. The HOMO energy is -8.7 eV. The electronic energy is -42692.0815 eV.

Atom charges from the Löwdin analysis, given in e for atoms 1 to 8: 0.686 -0.280 0.072 -0.288 -0.049 0.133 -0.177 -0.282

---

# 2
Formula: C13H12Cl2N4O
Source: OMol25
Level of theory: ωB97M-V with the def2-TZVPD basis set

Cartesian coordinates (Å):
1 Cl -3.41364 2.72402 -0.22750
2 Cl -1.93389 5.31902 0.88276
3 O 3.54134 0.94464 3.31288
4 N 1.84963 2.12993 2.46434
5 N 2.32643 -1.52048 1.86659
6 N 0.73781 -0.12613 1.17675
7 N 1.43303 -2.20233 1.24223
8 C -1.21437 3.74740 0.97156
9 C 2.53733 0.95056 2.58463
10 C -0.08051 3.51262 1.78209
11 C 0.61636 2.19509 1.77101
12 C -1.82832 2.59732 0.42305
13 C 1.95131 -0.27457 1.84995
14 C -0.68536 -1.54266 -3.60873
15 C 0.03572 1.13780 1.10344
16 C 0.58357 -1.42673 0.72597
17 C -0.34601 -1.97048 -0.26486
18 C -0.67951 -2.67342 -2.62517
19 C 0.23752 -2.64390 -1.44140
20 C -1.17430 1.35862 0.39890
21 H -0.54522 -3.50489 -3.26076
22 H -1.86166 0.52135 0.09328
23 H 0.30958 -3.67882 -1.01667
24 H 1.23634 -2.31483 -1.76627
25 H -1.74275 -2.74701 -2.16023
26 H 0.13412 4.36996 2.46418
27 H -1.01665 -1.16962 -0.80535
28 H 0.29360 -1.61765 -4.08318
29 H -1.53981 -1.65178 -4.29743
30 H 1.95590 2.71822 3.27935
31 H -0.99172 -2.65265 0.30812
32 H -0.72588 -0.50859 -3.14352

The molar mass is 311.2 g/mol. The HOMO energy is -9.2 eV. The electronic energy is -46726.9041 eV.

Atom charges from the Löwdin analysis, given in e for atoms 1 to 8: 0.695 0.685 0.063 0.141 0.098 0.143 0.075 -0.689

---

# 3
Formula: C2H2N2O3
Source: OMol25
Level of theory: ωB97M-V with the def2-TZVPD basis set

Cartesian coordinates (Å):
1 O -2.39402 -0.41125 0.01602
2 O 0.72973 0.99011 0.00290
3 O -0.37756 -1.33426 0.01027
4 N -0.72314 0.89502 0.29738
5 N 1.03420 -1.36886 0.23567
6 C 1.40360 -0.13813 -0.01967
7 C -1.18506 -0.34142 -0.05051
8 H -0.96427 1.87384 -0.13953
9 H 2.47653 -0.16505 -0.35252

The molar mass is 102.0 g/mol. The value obtained for the energy above the lowest of the compared OMol25 structures with the same formula, charge and spin is 106.99 kcal/mol. The HOMO energy is -10.2 eV. The electronic energy is -11224.1654 eV.

Atom charges from the Löwdin analysis, given in e for atoms 1 to 8: 0.124 -0.005 0.041 0.167 0.144 -0.218 -0.630 0.219

---

# 4
Formula: C33H39CdCl2N4O3SSi2
Source: OMol25
Level of theory: ωB97M-V with the def2-TZVPD basis set

Cartesian coordinates (Å):
1 Cd 0.53540 0.30100 -0.38281
2 Cl -3.31836 -0.41696 -6.06925
3 Cl -5.45963 -0.64707 -3.74061
4 S 0.66589 -3.04364 0.17650
5 Si -0.81552 3.56074 -0.44183
6 Si 2.38306 3.27905 -0.62540
7 O -3.50300 -0.90720 0.74743
8 O 1.94912 -2.93812 0.91452
9 O 1.35382 -0.78944 -4.48046
10 N -1.51698 -0.63049 -0.42655
11 N -0.22271 -0.16672 1.95105
12 N 0.31202 -0.62141 -2.40602
13 N 2.70303 -0.87494 -1.18400
14 C -2.36795 -4.04383 3.47177
15 C 1.33705 -0.71228 -3.24488
16 C -2.32474 2.55936 0.10949
17 C -1.86486 -3.78131 1.12656
18 C -2.30158 -0.26730 3.10834
19 C 0.69145 2.52870 -0.85350
20 C 3.81910 -0.97386 -3.29128
21 C -1.54514 -0.36131 1.94220
22 C -3.75752 -0.63444 -3.39710
23 C -0.11735 -3.55348 2.75884
24 C -1.99168 -0.68065 -1.73405
25 C -0.65802 4.88769 0.91790
26 C -1.46655 -0.56238 -4.10931
27 C -1.02878 -3.81459 3.76891
28 C 0.65160 -4.73820 -0.54033
29 C -3.37465 -4.26950 4.56717
30 C 3.06380 3.85909 -2.30823
31 C 3.85552 -1.16529 -0.58855
32 C 3.66392 2.03563 0.04892
33 C 0.38122 0.05714 3.11444
34 C -1.02028 -0.62709 -2.78726
35 C -1.66675 -0.05942 4.31634
36 C -0.53936 -3.52923 1.44252
37 C -3.34606 -0.69946 -2.07589
38 C 2.55783 4.73634 0.58882
39 C -0.28627 0.08619 4.32510
40 C 5.03319 -1.38258 -1.28218
41 C -2.29294 -0.65834 0.64845
42 C -2.77122 -4.03938 2.13952
43 C 5.01868 -1.25266 -2.66411
44 C 2.66938 -0.82619 -2.51851
45 C -2.81862 -0.55855 -4.41042
46 C -1.44125 4.51932 -1.96711
47 H 2.44219 4.65134 -2.73107
48 H -1.65932 5.21591 1.20279
49 H -0.74634 -0.50752 -4.90873
50 H 3.82712 -1.24445 0.49085
51 H -3.37378 -0.36346 3.02135
52 H -2.88765 -4.30004 5.54149
53 H 0.86248 -5.44811 0.25569
54 H -0.69652 -3.81943 4.80075
55 H 3.20437 1.36180 0.77685
56 H 4.49298 2.54235 0.54896
57 H 3.05081 3.02119 -3.00972
58 H 0.92675 -3.35581 2.96800
59 H 3.61263 4.98430 0.72217
60 H -4.11131 -3.46319 4.57185
61 H 5.93109 -1.36438 -3.23656
62 H 2.15342 4.47490 1.56834
63 H -2.12315 2.00632 1.02674
64 H -0.10870 5.76608 0.57776
65 H -3.81341 -4.19776 1.89295
66 H 3.73433 -0.89112 -4.36455
67 H -2.62412 1.85272 -0.66556
68 H -2.23617 -0.00877 5.23596
69 H 0.60247 2.36154 -1.93823
70 H -2.20094 -3.74729 0.09718
71 H 0.25899 0.20856 5.25078
72 H 4.08959 4.23060 -2.25499
73 H -3.91403 -5.20499 4.41172
74 H -0.64245 5.09506 -2.44018
75 H 1.45170 0.22579 3.07175
76 H -0.16305 4.50992 1.81428
77 H 1.42331 -4.77721 -1.30662
78 H -4.07774 -0.74517 -1.28639
79 H 5.93998 -1.64549 -0.75480
80 H -2.24484 5.21190 -1.70758
81 H 4.08446 1.42362 -0.74981
82 H -0.32629 -4.91836 -0.98278
83 H -1.83281 3.82588 -2.71490
84 H 2.04492 5.63610 0.24824
85 H -3.17826 3.21375 0.30087

The molar mass is 811.3 g/mol. The HOMO energy is -4.4 eV. The electronic energy is -103162.3619 eV. Its charge is -1.

Atom charges from the Löwdin analysis, given in e for atoms 1 to 8: 1.343 0.623 0.624 0.885 0.389 0.383 -0.007 -0.547

---

# 5
Formula: C4H4N3
Source: OMol25
Level of theory: ωB97M-V with the def2-TZVPD basis set

Cartesian coordinates (Å):
1 N -1.72243 -0.15363 0.45024
2 N -1.20149 -1.32098 0.58929
3 N 0.25051 1.92674 -0.89244
4 C 0.02752 -1.47389 0.40001
5 C -2.10197 0.94422 0.30252
6 C 0.36447 0.88280 -0.39663
7 C 0.97357 -0.31802 0.02866
8 H 1.64712 -0.66957 -0.76434
9 H 0.45090 -2.45753 0.51541
10 H 1.59138 -0.10096 0.91432
11 H -0.27956 2.74083 -1.14704

The molar mass is 94.1 g/mol. The value obtained for the energy above the lowest of the compared OMol25 structures with the same formula, charge and spin is 64.85 kcal/mol. The HOMO energy is -15.3 eV. The electronic energy is -8671.2121 eV. Its charge is +1.

Atom charges from the Löwdin analysis, given in e for atoms 1 to 8: -0.096 0.081 0.379 -0.042 0.128 -0.038 -0.049 0.167

---

| no. | LUMO energy (eV) |
| --- | --- |
| 1 | 0.62 |
| 2 | -0.32 |
| 3 | 0.27 |
| 4 | 2.33 |
| 5 | -5.29 |